Entry 1:
This record from the Open Molecules 2025 dataset describes 2 unconnected molecules or ions with the total composition C3H11N2OS at a distorted geometry. The level of theory is the ωB97M-V functional and the def2-TZVPD basis.

* HOMO level: -2.799 eV
* frontier orbital gap: 6.28 eV
* energy above the lowest of the compared OMol25 structures with the same formula, charge and spin: 15.9 kcal/mol
* net charge: -1

Structure (XYZ):
```
18
Properties=species:S:1:pos:R:3:lowdin_charge:R:1
C 0.24 0.56 0.14 -0.3549
C -0.32 0.12 1.45 -0.7751
S -2.10 -0.17 1.49 0.2100
N 1.67 0.24 -0.08 -0.0832
C 2.08 0.54 -1.45 -0.3146
N 3.29 1.46 -1.43 -0.0325
H 0.21 1.64 -0.05 0.1104
H -0.40 0.12 -0.64 0.0732
H 0.12 -0.85 1.77 0.0361
H -0.03 0.77 2.29 0.0373
H 1.78 -0.77 -0.03 0.0921
H 2.44 -0.36 -1.94 0.0993
H 1.28 1.08 -1.96 0.0967
H 3.68 1.25 -0.52 0.0383
H 3.93 1.15 -2.15 0.0307
H -2.36 -1.55 -1.72 -0.0026
H -2.48 -1.70 -0.26 -0.1034
O -2.64 -2.22 -1.09 -0.1578
```



Entry 2:
This record from the Open Molecules 2025 dataset describes 2 unconnected molecules or ions with the total composition C3H11N2S at a distorted geometry. The level of theory is the ωB97M-V functional and the def2-TZVPD basis.

* HOMO level (spin up / spin down): -4.126 / -8.810 eV
* frontier orbital gap (spin up / spin down): 5.06 / 9.70 eV
* multiplicity: 2
* energy above the lowest of the compared OMol25 structures with the same formula, charge and spin: 23.1 kcal/mol
* net charge: 0

Structure (XYZ):
```
17
Properties=species:S:1:pos:R:3:lowdin_spin:R:1
C -1.98 -0.95 -1.20 0.0014
S -1.09 -0.48 0.39 0.0089
C -2.07 1.05 0.78 0.0011
H -2.54 -1.89 -1.18 0.0001
H -2.70 -0.15 -1.26 0.0001
H -1.19 -1.00 -1.93 0.0007
H -2.93 1.09 0.14 0.0001
H -1.45 1.95 0.82 0.0008
H -2.34 0.97 1.83 0.0001
N 1.89 0.80 1.02 0.1888
C 2.74 0.08 0.21 0.5368
N 2.29 -0.88 -0.68 0.1885
H 0.91 0.54 1.11 0.0112
H 2.39 1.34 1.70 0.0025
H 3.82 0.15 0.22 0.0431
H 1.35 -1.21 -0.71 0.0112
H 2.90 -1.41 -1.27 0.0046
```



Entry 3:
This record from the Open Molecules 2025 dataset describes a gas-phase ion, C3H11N2S (charge +2) at a distorted geometry. The level of theory is the ωB97M-V functional and the def2-TZVPD basis.

* HOMO level (spin up / spin down): -18.042 / -18.034 eV
* frontier orbital gap (spin up / spin down): 9.65 / 4.68 eV
* multiplicity: 2
* energy above the lowest of the compared OMol25 structures with the same formula, charge and spin: 43.3 kcal/mol
* net charge: +2

Structure (XYZ):
```
17
Properties=species:S:1:pos:R:3:lowdin_spin:R:1
N 0.00 -0.36 1.43 0.0013
C 0.12 -0.39 -0.10 0.0027
C 1.46 0.23 -0.56 0.1002
S 2.99 -0.51 0.04 0.8203
C -1.06 0.40 -0.63 0.0005
N -2.25 -0.26 -0.07 0.0010
H -0.99 -0.67 1.56 0.0000
H -0.13 0.63 1.68 -0.0001
H 0.84 -0.74 1.85 0.0007
H 0.02 -1.45 -0.33 0.0004
H 1.50 1.29 -0.33 0.0287
H 1.49 0.12 -1.65 0.0192
H 3.82 0.10 -0.85 0.0242
H -1.09 1.42 -0.25 0.0006
H -1.07 0.41 -1.72 0.0001
H -2.67 0.34 0.64 0.0002
H -2.96 -0.53 -0.73 0.0000
```



Entry 4:
This record from the Open Molecules 2025 dataset describes a gas-phase ion, C3H11N2S2 (charge +1) at a distorted geometry. The level of theory is the ωB97M-V functional and the def2-TZVPD basis.

* HOMO level: -13.607 eV
* frontier orbital gap: 10.11 eV
* energy above the lowest of the compared OMol25 structures with the same formula, charge and spin: 41.9 kcal/mol
* SMILES: CC[C@@](N)([NH3+])SS
* net charge: +1

Structure (XYZ):
```
18
Properties=species:S:1:pos:R:3:lowdin_charge:R:1
C -1.48 1.74 0.35 -0.0830
C -1.28 0.30 -0.18 -0.2371
C 0.08 -0.24 0.00 -0.7736
N 0.38 -0.86 1.26 0.0400
N 0.27 -1.46 -0.99 0.1416
S 1.57 0.87 -0.56 0.4942
S 3.08 0.21 0.60 0.4177
H -1.39 1.80 1.37 0.0485
H -0.86 2.47 -0.14 0.0617
H -2.51 2.05 0.06 0.1060
H -1.50 0.38 -1.29 0.1303
H -2.02 -0.49 0.43 0.1990
H -0.16 -0.31 1.93 0.1168
H 1.36 -0.90 1.36 -0.0564
H -0.40 -1.26 -1.76 0.1447
H 1.24 -1.33 -1.40 0.1247
H 0.01 -2.42 -0.53 0.2127
H 3.61 -0.57 -0.50 -0.0880
```